1.
{"formula": "C4H11N2O", "method": "wB97M-V/def2-TZVPD", "total_charge": -1, "relative_energy_ev": 5.445, "energy_ha": -343.57107, "homo_lumo_gap_ha": 0.260, "species": ["O", "N", "N", "C", "C", "C", "C", "H", "H", "H", "H", "H", "H", "H", "H", "H", "H", "H"], "positions_angstrom": [[2.78, -0.95, -0.64], [-2.23, 0.47, -0.75], [-0.29, 1.55, 1.11], [-0.09, -0.92, -0.47], [-1.64, -0.87, -0.43], [2.38, 0.08, 0.02], [0.55, 0.16, 0.46], [-1.88, -1.70, -1.08], [0.73, -0.29, 1.40], [-3.19, 0.31, -0.48], [2.53, 1.05, -0.52], [0.16, -0.61, -1.50], [0.26, -1.92, -0.21], [0.35, 1.26, 0.05], [0.51, 2.03, 1.50], [-1.75, 1.23, -0.22], [-1.87, -0.99, 0.67], [2.70, 0.11, 1.10]]}


2.
{"formula": "C4H11N2O", "method": "wB97M-V/def2-TZVPD", "total_charge": -1, "relative_energy_ev": 1.187, "energy_ha": -343.72753, "homo_lumo_gap_ha": 0.244, "smiles": "C[C@H](CN)NC[O-]", "species": ["O", "N", "N", "C", "C", "C", "C", "H", "H", "H", "H", "H", "H", "H", "H", "H", "H", "H"], "positions_angstrom": [[1.84, 1.43, -1.12], [-0.53, 0.91, -0.84], [0.33, -0.09, 2.54], [-0.66, -0.06, 1.45], [-0.38, -1.55, -0.54], [-0.05, -0.17, 0.00], [0.68, 1.47, -1.73], [-1.12, 0.92, 1.53], [1.06, -0.77, 2.40], [0.63, 0.80, -2.62], [0.80, 0.81, 2.61], [-1.41, -0.86, 1.59], [0.31, -1.92, -1.30], [1.03, -0.11, 0.16], [-0.28, -2.27, 0.30], [-1.39, -1.59, -0.93], [0.33, 2.50, -1.95], [-1.18, 0.54, -1.53]]}